# 1
Density functional theory data (ωB97M-V with the def2-TZVPD basis set) for C4H12NO4 as an isolated structure at a distorted geometry.

## Properties
- E_HOMO (eV) = -4.4
- charge = -1
- frontier orbital gap (eV) = 8.2
- ΔE to the lowest compared entry with this formula, charge and spin (eV) = 4.213

Each line ends with the natural charge from an NBO analysis.
Geometry (Å):
C  0.81832  1.29038  -0.39665  -0.077
O  1.52975  0.42971  0.61686  -0.911
C  -0.46978  0.57870  -0.69288  -0.038
C  -0.73434  -0.87745  -0.28885  -0.586
C  -2.19395  -1.18997  -0.16553  0.458
O  -2.85389  -1.42635  -1.14565  -0.556
N  -0.83332  0.82508  -2.15275  -0.863
H  0.55229  2.31267  -0.05607  0.182
H  1.51776  1.48783  -1.22391  0.165
H  -1.31584  1.08534  -0.08793  0.192
H  -0.12738  -1.60041  -0.83108  0.221
H  -0.18681  -0.79285  0.75744  0.292
H  -2.41860  -1.47399  0.94990  0.108
H  -1.79435  0.64529  -2.31057  0.354
H  -0.27263  0.20425  -2.78434  0.338
H  0.33876  0.70223  2.95488  0.417
H  1.01298  0.95201  1.55895  0.489
O  0.02356  1.22722  2.31062  -1.155
H  3.98805  -0.68883  0.51695  0.447
H  2.68215  -0.55034  1.17337  0.507
O  3.46750  -1.08917  1.18256  -0.985

Cartesian forces (eV/Å) of the 3 atoms listed first:
1.9 -1.7 2.0
-0.9 3.2 -1.3
-3.7 0.8 -2.0

# 2
Density functional theory data (ωB97M-V with the def2-TZVPD basis set) for C34H43NOP2S2SiYb as an isolated structure at a distorted geometry.

## Properties
- E_HOMO (spin up / spin down) (eV) = -10.7 / -10.7
- charge = +1
- spin multiplicity = 2
- frontier orbital gap (spin up / spin down) (eV) = 8.7 / 7.7
- ⟨S²⟩ = 0.75

Each line ends with the Mulliken spin population.
Geometry (Å):
Yb  0.45347  0.12279  0.50239  1.001
C  2.01203  0.18311  -1.28945  0.006
Si  0.94497  0.47151  -2.79900  -0.005
C  -0.45598  1.67267  -2.20139  0.001
N  -1.21293  1.18023  -1.00657  -0.004
C  -2.19023  0.09814  -1.38424  0.001
C  -3.65532  0.49441  -1.22346  0.000
C  -3.88374  1.83699  -1.90919  0.000
C  -3.03388  2.92405  -1.22806  0.000
C  -1.93250  2.31178  -0.35995  0.001
C  0.03640  -1.07844  -3.40589  0.000
C  -0.69686  -1.00565  -4.59471  0.000
C  -1.43691  -2.08317  -5.05569  0.000
C  -1.45843  -3.26751  -4.33321  0.000
C  -0.72799  -3.36355  -3.15849  0.000
C  0.01642  -2.28310  -2.70220  0.001
C  1.69905  1.23730  -4.34318  0.000
C  1.81561  2.62246  -4.47779  0.000
C  2.35717  3.18682  -5.62299  0.000
C  2.80005  2.37198  -6.65385  0.000
C  2.71623  0.99234  -6.52781  0.000
C  2.17464  0.43235  -5.38153  0.000
H  2.72096  1.01877  -1.22467  0.000
H  2.61458  -0.72041  -1.43922  0.000
H  -1.14623  1.90655  -3.01946  0.000
H  0.02606  2.61320  -1.91307  0.000
H  -1.98028  -0.80609  -0.79591  0.000
H  -2.03363  -0.15379  -2.42828  0.000
H  -3.94439  0.55139  -0.17120  0.000
H  -4.26764  -0.28140  -1.68503  0.000
H  -4.93896  2.10675  -1.88612  0.000
H  -3.60391  1.74009  -2.96149  0.000
H  -3.65044  3.53973  -0.57206  0.000
H  -2.59821  3.58977  -1.97346  0.000
H  -2.34963  1.94811  0.58010  0.000
H  -1.20091  3.07366  -0.10593  0.000
H  -0.69588  -0.08401  -5.16600  0.000
H  -1.99144  -2.00432  -5.98230  0.000
H  -2.03128  -4.11555  -4.68547  0.000
H  -0.73821  -4.30016  -2.61385  0.000
H  0.60256  -2.37881  -1.79430  -0.001
H  1.47672  3.27245  -3.67737  0.000
H  2.43487  4.26292  -5.71457  0.000
H  3.20936  2.81076  -7.55454  0.000
H  3.07019  0.35360  -7.32719  0.000
H  2.11746  -0.64651  -5.29259  0.000
S  0.32546  2.57221  2.09483  0.000
P  0.21100  1.06982  3.40857  -0.006
S  -1.01853  -0.37917  2.72002  0.004
C  -0.33637  1.48743  5.07744  0.000
C  -0.02648  0.60705  6.11248  0.000
C  -0.46345  0.89201  7.39417  0.000
C  -1.20193  2.04445  7.63585  0.000
C  -1.52138  2.90765  6.59931  0.000
C  -1.09034  2.62870  5.31015  0.000
C  1.97557  0.60181  3.59835  0.001
C  2.62055  -0.33417  2.78912  0.000
C  4.00898  -0.40256  2.78897  -0.001
C  4.74979  0.45457  3.58385  0.000
C  4.10979  1.37984  4.39695  0.000
C  2.72826  1.46374  4.39542  0.000
H  0.55774  -0.28238  5.90856  0.000
H  -0.22943  0.21681  8.20666  0.000
H  -1.52306  2.26865  8.64471  0.000
H  -2.10675  3.79711  6.79018  0.000
H  -1.32141  3.29416  4.48670  0.000
H  2.05621  -1.06652  2.21457  0.001
H  4.51235  -1.12971  2.16520  0.000
H  5.83031  0.40332  3.56857  0.000
H  4.68447  2.05009  5.02208  0.000
H  2.22806  2.21044  4.99861  0.000
C  -2.04623  -3.38620  0.85929  0.000
P  -0.26892  -3.46735  1.18082  0.000
C  0.01814  -3.76441  2.93837  0.000
C  0.31201  -4.94733  0.33064  0.000
O  0.45618  -2.23721  0.66874  0.000
H  -2.55392  -4.28076  1.22005  0.000
H  -2.18078  -3.30557  -0.22132  0.000
H  -2.46940  -2.51110  1.34824  0.000
H  -0.30111  -4.77312  3.20367  0.000
H  -0.53490  -3.04055  3.53132  0.000
H  1.08579  -3.66314  3.13481  0.000
H  -0.19331  -5.82781  0.72760  0.000
H  1.38852  -5.05522  0.45634  0.000
H  0.08551  -4.84975  -0.72969  0.000

Cartesian forces (eV/Å) of the 3 atoms listed first:
-0.3 -0.3 -0.6
-0.6 -0.1 -0.2
-0.1 0.0 0.1

# 3
Density functional theory data (ωB97M-V with the def2-TZVPD basis set) for a 2-piece molecular cluster, C9H14 overall at a distorted geometry.

## Properties
- E_HOMO (eV) = -8.9
- SMILES = Cc1ccccc1.CC
- frontier orbital gap (eV) = 9.9
- ΔE to the lowest compared entry with this formula, charge and spin (eV) = 1.436

Each line ends with the natural charge from an NBO analysis.
Geometry (Å):
C  -2.13175  2.37412  -1.20959  -0.604
C  -2.98747  1.13704  -1.18493  -0.612
H  -2.67409  3.33846  -1.39165  0.207
H  -1.53128  2.46367  -0.31523  0.196
H  -1.46153  2.22671  -2.01228  0.204
H  -2.43873  0.24484  -1.27796  0.210
H  -3.68112  0.99874  -2.06038  0.201
H  -3.67519  1.04351  -0.36782  0.202
C  1.07257  -2.08251  2.48757  -0.635
C  0.74733  0.65549  -0.18345  -0.185
C  1.53219  0.13797  -1.23022  -0.239
C  0.52009  -0.11307  1.02375  -0.239
C  1.23607  -1.29492  1.25511  0.017
C  2.24526  -1.04585  -0.85915  -0.194
C  2.16893  -1.77627  0.27748  -0.230
H  0.07298  1.46717  -0.28177  0.206
H  1.80389  0.58031  -2.17925  0.223
H  0.03449  0.32749  1.82671  0.205
H  3.11171  -1.28712  -1.44476  0.198
H  0.91042  -3.15357  2.35270  0.223
H  0.33075  -1.77479  3.08255  0.212
H  2.84797  -2.63699  0.47812  0.220
H  1.94648  -1.83040  3.21445  0.216

Cartesian forces (eV/Å) of the 3 atoms listed first:
-1.0 0.8 0.0
-2.1 0.1 -1.3
0.3 -0.9 0.3

# 4
Density functional theory data (ωB97M-V with the def2-TZVPD basis set) for CHHoO2 as an isolated structure at a distorted geometry.

## Properties
- E_HOMO (spin up / spin down) (eV) = -12.4 / -13.0
- charge = +1
- spin multiplicity = 6
- frontier orbital gap (spin up / spin down) (eV) = 6.9 / 6.1
- ⟨S²⟩ = 8.75

Each line ends with the Mulliken spin population.
Geometry (Å):
H  -0.77005  -1.41423  -0.25378  0.014
O  -0.10721  -0.76807  0.14757  -0.031
C  -0.91641  0.38303  0.12449  -0.031
O  -0.15440  1.35109  -0.08232  -0.016
Ho  1.94806  0.44818  0.06404  5.065

Cartesian forces (eV/Å) of the 3 atoms listed first:
1.5 0.3 1.0
0.1 -2.0 -1.0
-1.1 1.3 -0.3

# 5
Density functional theory data (ωB97M-V with the def2-TZVPD basis set) for a single C5H9NS molecule at a distorted geometry.

## Properties
- E_HOMO (eV) = -8.5
- SMILES = CN[C@H]1CCC1=S
- frontier orbital gap (eV) = 8.5
- ΔE to the lowest compared entry with this formula, charge and spin (eV) = 1.846

Each line ends with the natural charge from an NBO analysis.
Geometry (Å):
C  2.01016  -1.13512  -0.02026  -0.414
C  -0.23230  -0.22655  0.39765  -0.107
C  -0.08833  1.29097  0.10891  -0.429
C  -1.58126  1.31772  -0.27826  -0.479
C  -1.76164  -0.19062  0.02927  -0.058
H  2.56395  -1.94193  -0.52110  0.210
H  2.42608  -0.21277  -0.38768  0.196
H  2.16886  -1.25911  1.09142  0.173
H  0.13007  -1.99450  -0.54506  0.380
H  -0.12098  -0.29732  1.54437  0.174
H  0.47393  1.43241  -0.85671  0.207
H  0.35803  2.00814  0.78176  0.219
H  -1.78867  1.61331  -1.30377  0.239
H  -2.19778  1.93433  0.34926  0.229
N  0.57471  -1.08497  -0.39594  -0.636
S  -2.93484  -1.25400  0.00614  0.096

Cartesian forces (eV/Å) of the 3 atoms listed first:
-0.9 -0.4 0.5
-0.1 0.5 2.1
0.3 -0.4 -3.1

Number 1: calculated total energy -515.2807 a.u.. Number 2: calculated total energy -4378.6709 a.u.. Number 3: calculated total energy -351.2774 a.u.. Number 4: calculated total energy -1136.8229 a.u.. Number 5: calculated total energy -648.7853 a.u..